# 1
132
Properties=species:S:1:pos:R:3:mulliken_charge:R:1 method="wB97M-V/def2-TZVPD" lumo_ha=-0.0107 homo_lumo_gap_ev=9.32 charge=0
C 7.8560 3.6569 0.4009 -0.840
C 7.9633 2.4248 -0.5400 -0.631
C 6.6575 1.5794 -0.3871 -0.357
N 6.7652 0.7742 0.8450 0.051
C 5.6386 0.9007 1.7156 -0.345
C 4.7332 -0.3431 1.7803 -0.783
C 3.4794 -0.0919 2.7063 -0.382
C 3.6378 1.1306 3.6283 0.442
C 2.3663 1.2805 4.5153 -0.817
C 1.5940 2.5073 4.0076 -0.520
O 0.2029 2.4793 4.3400 -0.286
C -0.3507 3.5055 3.5984 0.516
O -0.4049 4.5769 3.9955 -0.451
C -0.8637 3.2355 2.1755 -0.563
C -0.7291 1.7544 1.7146 0.316
O 4.8389 1.0310 4.4049 -0.427
S 6.1664 1.2124 3.4660 1.196
O 7.1361 0.2340 3.7925 -0.616
O 6.6078 2.5552 3.6106 -0.708
H 8.1749 3.3639 1.4078 0.286
H 8.4408 4.4995 0.0159 0.294
H 6.8111 3.9743 0.5048 0.156
H 8.7751 1.7547 -0.2381 0.363
H 8.0658 2.7271 -1.5901 0.355
H 5.8317 2.3019 -0.3795 0.179
H 6.5128 0.9301 -1.2649 0.389
H 6.8144 -0.1988 0.5777 0.218
H 4.9891 1.7441 1.4569 0.270
H 5.2521 -1.2222 2.2131 0.153
H 4.3644 -0.6419 0.7902 0.343
H 3.3229 -0.9656 3.3549 0.231
H 2.5920 -0.0335 2.0601 0.346
H 3.7050 2.0779 3.0638 0.181
H 2.6275 1.3404 5.5773 0.367
H 1.7915 0.3520 4.3916 0.318
H 2.0955 3.4157 4.3765 0.236
H 1.7097 2.5259 2.9071 0.226
H -1.9053 3.5454 2.0592 0.447
H -0.2243 3.8426 1.5237 0.261
H 0.2164 1.6756 1.1633 -0.089
H -1.5464 1.4361 1.0670 -0.479
H -0.7103 1.0507 2.5543 0.323
C 5.9880 6.4396 -1.8452 0.286
Cl 7.7015 6.6573 -2.2307 -0.103
Cl 5.5943 4.7149 -1.8697 -0.025
Cl 5.6588 7.0969 -0.2397 -0.074
Cl 5.0024 7.2873 -3.0441 -0.103
C 5.4839 -4.6603 1.5374 0.271
Cl 6.7981 -5.5701 2.2907 -0.083
Cl 4.2844 -4.2211 2.7596 -0.064
Cl 6.1393 -3.1851 0.8136 -0.070
Cl 4.7232 -5.6573 0.2897 -0.090
C -4.3098 -0.4273 0.7754 0.147
Cl -5.5325 -1.7003 0.8974 -0.015
Cl -2.6968 -1.1543 0.7167 0.002
Cl -4.5914 0.5047 -0.7045 -0.091
Cl -4.4156 0.6315 2.1821 -0.011
C -1.7507 4.9257 7.6690 0.305
Cl -1.3082 4.8433 9.3819 -0.113
Cl -1.3033 6.5083 7.0204 -0.099
Cl -0.8953 3.6624 6.7766 -0.021
Cl -3.4985 4.6958 7.5024 -0.095
C -5.4348 0.6324 6.3337 0.205
Cl -3.8792 1.3004 5.8214 0.042
Cl -5.2087 -0.3430 7.7907 -0.097
Cl -6.5622 1.9515 6.6767 -0.093
Cl -6.0804 -0.3760 5.0354 -0.063
C 5.5282 -2.5499 6.5393 0.274
Cl 6.1918 -3.3374 5.1026 -0.038
Cl 3.8245 -2.1461 6.2497 -0.110
Cl 5.6445 -3.6486 7.9211 -0.101
Cl 6.4324 -1.0746 6.8783 -0.063
C 7.3510 10.9015 0.9807 0.322
Cl 7.5250 12.4916 0.2246 -0.101
Cl 7.4698 9.6422 -0.2536 -0.028
Cl 8.6309 10.6751 2.1794 -0.096
Cl 5.7734 10.7961 1.7755 -0.107
C 0.4026 1.4822 -2.4560 0.098
Cl 0.5872 3.0810 -3.1920 -0.115
Cl 0.5046 0.2353 -3.7016 -0.035
Cl 1.6933 1.2298 -1.2667 -0.003
Cl -1.1714 1.3825 -1.6550 0.011
C -3.7740 -4.6603 -1.8084 0.133
Cl -3.2871 -4.8984 -3.4939 -0.076
Cl -2.4202 -5.0429 -0.7361 -0.062
Cl -4.2503 -2.9798 -1.5630 0.122
Cl -5.1471 -5.7072 -1.4354 -0.015
C -8.0558 -2.3220 -2.0594 0.081
Cl -6.6956 -1.2209 -1.8026 0.007
Cl -8.3024 -2.5654 -3.7935 -0.122
Cl -7.6937 -3.8768 -1.2918 0.034
Cl -9.5187 -1.6345 -1.3440 -0.013
C 0.5631 -8.3039 -0.5579 0.278
Cl 1.7758 -7.0333 -0.3346 -0.059
Cl 0.3888 -8.6579 -2.2818 -0.109
Cl 1.0707 -9.7668 0.2943 -0.059
Cl -0.9799 -7.7439 0.0921 -0.067
C -12.1801 1.6231 -2.3630 0.317
Cl -10.5730 2.2050 -2.8151 -0.047
Cl -12.0445 0.5711 -0.9470 -0.105
Cl -13.2220 2.9975 -1.9765 -0.086
Cl -12.8768 0.7120 -3.7091 -0.091
C -11.7359 4.9907 -5.5342 0.285
Cl -10.5493 3.7213 -5.8531 0.008
Cl -11.7127 6.1628 -6.8598 -0.111
Cl -13.3470 4.2727 -5.4116 -0.074
Cl -11.3359 5.8081 -4.0170 -0.083
C -8.2964 2.3723 -8.8365 0.325
Cl -7.7378 1.6103 -10.3315 -0.106
Cl -9.9347 2.9923 -9.0634 -0.077
Cl -8.2970 1.1784 -7.5291 -0.071
Cl -7.2154 3.7066 -8.4140 -0.095
C 3.3636 0.5014 -6.5008 0.238
Cl 4.5541 1.1981 -7.6081 -0.103
Cl 2.2554 -0.5441 -7.4001 -0.025
Cl 4.1955 -0.4526 -5.2636 -0.084
Cl 2.4443 1.7949 -5.7240 -0.026
C 0.5759 -4.4607 -7.9474 0.343
Cl 0.7904 -2.8930 -8.7392 -0.091
Cl 0.6476 -5.7464 -9.1579 -0.098
Cl 1.8616 -4.6968 -6.7565 -0.089
Cl -0.9950 -4.4996 -7.1358 -0.067
C 2.1384 -13.1283 -1.6365 0.340
Cl 0.5162 -12.6291 -2.1323 -0.068
Cl 2.4360 -14.7860 -2.1747 -0.105
Cl 3.3353 -12.0473 -2.3618 -0.082
Cl 2.2667 -13.0495 0.1266 -0.094
C -8.0599 -8.1398 0.2336 0.290
Cl -7.8477 -6.5203 -0.4549 -0.071
Cl -8.0216 -9.3382 -1.0650 -0.097
Cl -6.7530 -8.4674 1.3792 -0.100
Cl -9.6145 -8.2227 1.0698 -0.101

***

# 2
64
Properties=species:S:1:pos:R:3:lowdin_spin:R:1 method="wB97M-V/def2-TZVPD" lumo_ha="-0.0637 / -0.0637" spin_multiplicity=3 homo_lumo_gap_ev="5.81 / 5.82" s2=2.00 charge=0
C -0.9225 -2.1854 2.2164 -0.003
C -0.8169 -2.3004 0.7926 -0.002
C 0.5837 -2.3315 0.4604 -0.002
H -1.6456 -2.4643 0.0933 0.000
C 1.3296 -2.2154 1.6819 -0.002
C 0.4005 -2.1142 2.7701 -0.003
H 0.6477 -2.1601 3.8305 0.000
H -1.8390 -2.2798 2.8080 0.000
H 1.0024 -2.4546 -0.5409 0.000
H 2.4158 -2.2542 1.7850 0.000
Tm 0.1543 -0.0307 1.3996 2.019
Cl 2.3609 0.7241 0.4665 -0.002
P 0.0810 -0.0394 -2.7404 0.000
C 1.3195 -1.1527 -3.3601 0.000
C 1.0541 -1.9617 -4.4754 0.000
H 0.0736 -1.9123 -4.9506 0.000
C 2.0527 -2.7982 -4.9621 0.000
H 1.8500 -3.4088 -5.8427 0.000
C 3.3051 -2.8385 -4.3405 0.000
H 4.0911 -3.4782 -4.7452 0.000
C 3.5581 -2.0566 -3.2049 0.000
H 4.5323 -2.0896 -2.7169 0.000
C 2.5691 -1.2220 -2.7008 0.000
H 2.7287 -0.6139 -1.8070 0.000
C -1.5756 -0.5420 -3.1871 0.000
C -1.9625 -1.8889 -2.9951 0.000
H -1.2274 -2.6153 -2.6446 0.000
C -3.2687 -2.2761 -3.2750 0.000
H -3.5543 -3.3227 -3.1530 0.000
C -4.1986 -1.3340 -3.7343 0.000
H -5.2072 -1.6534 -3.9994 0.000
C -3.8327 0.0115 -3.8703 0.000
H -4.5595 0.7443 -4.2250 0.000
C -2.5340 0.4163 -3.5762 0.000
H -2.2396 1.4623 -3.6635 0.000
C 0.4287 1.6535 -3.1751 0.000
C 0.9930 1.9230 -4.4323 0.000
H 1.2218 1.0941 -5.1041 0.000
C 1.2314 3.2431 -4.8043 0.000
H 1.6453 3.4530 -5.7937 0.000
C 0.9348 4.2879 -3.9171 0.000
H 1.1094 5.3217 -4.2242 0.000
C 0.4252 4.0143 -2.6390 0.000
H 0.2037 4.8306 -1.9458 0.000
C 0.1861 2.6988 -2.2505 0.000
H -0.1699 2.4579 -1.2446 0.000
O -1.5913 0.5455 2.6270 -0.001
C -0.7859 1.4535 3.1037 -0.001
O -0.0088 2.1020 2.3184 -0.002
C -0.5928 1.5132 4.5789 0.000
C 0.6579 1.8983 5.0758 0.000
C 0.9403 1.6485 6.4321 0.000
C -0.0225 1.1077 7.2880 0.000
C -1.2755 0.7671 6.7630 0.000
C -1.5517 0.9190 5.3968 0.000
N -2.3065 0.2283 7.6017 0.000
O -2.0795 0.0924 8.8184 0.000
O -3.3930 -0.0773 7.0665 0.000
N 2.2812 1.8325 6.9141 0.000
O 3.1598 2.1888 6.1045 0.000
O 2.5100 1.6097 8.1213 0.000
H 1.4110 2.3275 4.4195 0.000
H 0.2030 0.9298 8.3351 0.000
H -2.4914 0.5719 4.9727 0.000

***

# 3
62
Properties=species:S:1:pos:R:3:lowdin_spin:R:1 method="wB97M-V/def2-TZVPD" lumo_ha="-0.0408 / -0.0493" spin_multiplicity=2 homo_lumo_gap_ev="6.00 / 5.70" s2=0.76 charge=0 e_above_lowest_kcal_mol=5.3
Cu -0.2928 0.0267 0.7493 0.604
C -0.5452 -4.4618 1.9414 0.000
O -0.7498 -3.5524 3.0266 0.000
C -0.7573 -2.3271 2.4754 0.002
N -0.6956 -2.2466 1.2059 0.010
C -0.7334 -3.5862 0.6692 0.000
C 0.2278 -3.8297 -0.4626 0.000
C 0.0164 -4.9200 -1.2984 0.000
C 0.8083 -5.1020 -2.4173 0.000
C 1.8239 -4.2039 -2.7097 0.000
C 2.0515 -3.1315 -1.8636 0.000
C 1.2593 -2.9478 -0.7430 0.000
C -0.9002 -1.1350 3.2921 0.008
C -1.0643 -1.1752 4.6693 -0.001
C -1.2705 0.0172 5.3517 0.007
C -1.3195 1.2057 4.6349 -0.001
C -1.1581 1.1618 3.2543 0.009
N -0.9482 0.0108 2.5959 0.029
C -1.1950 2.3333 2.3944 0.003
N -0.8053 2.2645 1.1831 0.002
C -0.8976 3.5774 0.5937 0.000
C -1.5056 4.4297 1.7488 0.000
O -1.6121 3.5239 2.8508 0.002
C -1.6596 3.5994 -0.7125 0.000
C -2.1210 2.4267 -1.2896 0.000
C -2.6773 2.4480 -2.5567 0.000
C -2.7986 3.6388 -3.2502 0.000
C -2.3878 4.8210 -2.6548 0.000
C -1.8235 4.8022 -1.3908 0.000
H -1.2702 -5.2700 2.0190 0.000
H 0.4673 -4.8696 2.0177 0.000
H -1.7469 -3.7261 0.2674 0.000
H -0.7850 -5.6137 -1.0795 0.000
H 0.6148 -5.9334 -3.0802 0.000
H 2.4309 -4.3428 -3.5947 0.000
H 2.8334 -2.4181 -2.0796 0.000
H 1.4184 -2.0975 -0.0985 0.000
H -1.0657 -2.1279 5.1758 0.000
H -1.3990 0.0129 6.4239 0.000
H -1.4976 2.1498 5.1268 0.000
H 0.1267 3.9081 0.3764 0.000
H -2.4998 4.8133 1.5059 0.000
H -0.8619 5.2581 2.0479 0.000
H -1.9983 1.4903 -0.7676 0.000
H -2.9890 1.5198 -3.0067 0.000
H -3.2068 3.6470 -4.2519 0.000
H -2.4833 5.7569 -3.1885 0.000
H -1.4833 5.7246 -0.9399 0.000
O 0.0176 0.6462 -3.0688 0.008
C 0.4402 0.3436 -1.9668 0.008
O -0.3311 -0.0889 -1.0326 0.135
C 1.9372 0.3921 -1.7391 0.002
C 2.6897 0.4176 -2.9141 0.000
C 4.0660 0.3553 -2.9027 0.000
C 4.7291 0.2578 -1.6881 0.000
C 4.0072 0.2497 -0.5154 0.008
C 2.6074 0.3270 -0.5116 0.013
S 1.8764 0.3490 1.0799 0.146
H 2.1511 0.4733 -3.8490 0.000
H 4.6169 0.3661 -3.8303 0.000
H 5.8074 0.1830 -1.6549 0.000
H 4.5127 0.1805 0.4346 0.003

***

Q: Look up the charge of the third one.
A: 0

***

Q: Which value of charge does entry 2 give?
A: 0